Entry P
The following is a quantum chemistry calculation of a molecular structure, C3H9N2S, from the OMol25 dataset.

```
15
Properties=species:S:1:pos:R:3:nbo_charge:R:1
C -0.7847 1.0374 0.1255 -0.438
C -2.3703 1.0264 -0.0091 -0.521
C -0.7229 -0.7118 0.1344 0.224
N 0.2064 -1.5163 -0.0273 -0.736
N 2.5157 -0.5361 -0.1645 -0.975
S -2.4480 -0.7848 -0.1483 0.353
H -0.2483 1.5788 -0.6664 0.237
H -0.3418 1.3396 1.1293 0.234
H -2.7425 1.4492 0.9439 0.250
H -2.6704 1.4634 -0.9368 0.245
H 1.3310 -0.9012 -0.2864 0.436
H -0.1243 -2.4523 -0.0285 0.408
H 3.2466 -1.2185 -0.3108 0.437
H 2.4411 -0.1821 0.8555 0.421
H 2.7123 0.4082 -0.6105 0.424
```

Values from the calculation:
highest occupied orbital energy: -13.5 eV
Kohn-Sham gap: 0.377 Eh
charge: +1

Entry Q
The following is a quantum chemistry calculation of a gas-phase ion, C3H9N2S (charge +1), from the OMol25 dataset.

```
15
Properties=species:S:1:pos:R:3:nbo_charge:R:1
C 0.6492 0.0141 -0.9756 -0.265
C 0.1123 1.5333 -0.7818 -0.563
C -0.5151 -1.2477 0.6701 0.380
N 0.3406 -1.0550 1.6580 -0.712
N -0.2838 -0.9380 -0.5546 -0.501
S -0.4692 1.7929 0.8542 0.044
H 0.7241 -0.0632 -2.1572 0.253
H 1.6180 -0.0144 -0.5045 0.226
H 0.9941 2.0388 -0.8915 0.235
H -0.4842 1.8730 -1.6975 0.247
H -1.6217 1.1522 0.5273 0.118
H -1.1615 -1.9971 0.9924 0.229
H 0.9198 -0.3120 1.5087 0.413
H -0.9615 -1.2231 -1.2448 0.440
H 0.1391 -1.5536 2.5969 0.456
```

Values from the calculation:
highest occupied orbital energy: -13.3 eV
Kohn-Sham gap: 0.353 Eh
charge: +1

The energy of each structure relative to the most stable one, in eV, is as follows: entry P 0.369; entry Q 0.000.

Entry P
The following is a quantum chemistry calculation of a single CH3O4P molecule, from the OMol25 dataset.

```
9
Properties=species:S:1:pos:R:3:nbo_charge:R:1
C -1.1352 -0.1092 -0.0732 -0.847
O 0.9543 -1.7535 0.7519 -0.996
O 1.4608 1.7988 0.0647 0.057
O 1.2060 -0.3103 -1.3244 -0.936
O 0.9977 0.9852 0.9312 -0.215
P 0.6930 -0.5298 0.0019 2.218
H -1.4556 0.3824 0.7301 0.226
H -1.1844 0.5575 -0.9474 0.250
H -1.5365 -1.0212 -0.1349 0.243
```

Values from the calculation:
highest occupied orbital energy (spin up / spin down): -11.5 / -11.2 eV
Kohn-Sham gap (spin up / spin down): 0.313 / 0.228 Eh
charge: 0

Entry Q
The following is a quantum chemistry calculation of a molecular structure, CH3O4P, from the OMol25 dataset.

```
9
Properties=species:S:1:pos:R:3:nbo_charge:R:1
C -0.6028 -2.0142 -0.2103 0.743
O -0.4583 -2.8774 0.5290 -0.388
O 0.0590 1.8934 1.2314 -0.999
O 0.9789 0.9492 -0.9482 -1.025
O -0.5229 -0.3146 0.5457 -1.044
P -0.4597 1.1326 -0.1080 1.525
H -0.7680 -1.7706 -1.2431 0.206
H 0.6371 1.3161 1.7450 0.493
H 1.1366 1.6854 -1.5414 0.489
```

Values from the calculation:
highest occupied orbital energy: -9.0 eV
Kohn-Sham gap: 0.328 Eh
charge: 0

The energy of each structure relative to the most stable one, in eV, is as follows: entry P 5.320; entry Q 0.000.

Entry P
The following is a quantum chemistry calculation of a gas-phase ion, C8H12NO2 (charge +1), from the OMol25 dataset.

```
23
Properties=species:S:1:pos:R:3:nbo_charge:R:1
C -0.4352 -1.2946 -0.6854 -0.215
C -1.5907 -1.3738 -0.1038 -0.157
C -0.0570 0.1002 -1.2381 -0.412
C -2.1370 0.0827 -0.0408 0.140
C -1.5275 0.7210 -1.2490 -0.387
C -3.2202 0.5407 0.8309 -0.082
C 0.8871 0.9486 -0.4927 0.736
C 2.5608 0.0124 1.1564 -0.419
N 1.1655 0.5319 0.9483 -0.603
O -1.8459 0.6587 1.2429 -0.535
O 1.4328 1.9291 -0.8196 -0.429
H 0.2492 -2.1636 -0.6664 0.235
H -2.0246 -2.1647 0.4366 0.242
H 0.1651 0.0602 -2.3432 0.294
H -1.8904 0.4598 -2.3179 0.268
H -1.5242 1.9049 -1.1888 0.252
H -3.7829 1.5220 0.5783 0.221
H -3.7830 -0.2431 1.3921 0.213
H 2.9171 -0.1737 2.1767 0.262
H 2.4890 -0.8548 0.4877 0.219
H 3.1953 0.6677 0.6561 0.237
H 1.3108 1.3396 1.5232 0.450
H 0.4216 -0.0819 1.4270 0.475
```

Values from the calculation:
highest occupied orbital energy: -14.1 eV
Kohn-Sham gap: 0.380 Eh
charge: +1

Entry Q
The following is a quantum chemistry calculation of 2 unconnected molecules or ions with the total composition C8H12NO2, from the OMol25 dataset.

```
23
Properties=species:S:1:pos:R:3:nbo_charge:R:1
C 3.0105 0.4177 0.1797 -0.072
C 2.2943 -0.0354 1.3545 -0.215
C 2.5335 0.2407 -1.1075 -0.213
C 1.0157 -0.6200 1.1890 -0.083
C 1.3176 -0.2941 -1.3187 -0.107
C 0.5014 -0.7716 -0.1870 -0.252
C -1.7811 1.7421 0.5020 -0.422
C -0.6710 -1.4783 -0.3366 0.877
N -2.5529 0.5548 0.1335 -0.907
O -1.3738 -1.9038 0.6637 -0.610
O -1.2235 -1.7708 -1.4706 -0.623
H 3.9052 0.8904 0.2555 0.226
H 2.7298 0.0523 2.3546 0.251
H 3.0996 0.5804 -2.0146 0.248
H 0.4643 -1.0115 2.0504 0.252
H 0.9767 -0.1820 -2.2824 0.213
H -2.5455 2.5719 0.5969 0.201
H -1.1740 1.6476 1.4089 0.207
H -0.9772 2.1297 -0.3199 0.189
H -3.0884 0.0070 0.8135 0.375
H -3.2204 0.7621 -0.6659 0.375
H -2.2640 -2.3058 0.5219 0.546
H -0.9768 -1.2234 -2.3210 0.543
```

Values from the calculation:
highest occupied orbital energy: -12.5 eV
Kohn-Sham gap: 0.275 Eh
charge: +1

The energy of each structure relative to the most stable one, in eV, is as follows: entry P 1.408; entry Q 0.000.